{
  "formula": "C5H11Cl",
  "method": "ωB97M-V/def2-TZVPD",
  "species": ["C", "C", "C", "C", "C", "Cl", "H", "H", "H", "H", "H", "H", "H", "H", "H", "H", "H"],
  "coordinates": [[-1.878693, -0.066337, -0.514068], [-0.469123, 0.278428, -1.082071], [0.523731, -0.371104, -0.093260], [2.047328, -0.070504, -0.116956], [-0.117677, 0.019937, 1.234667], [0.198139, 1.769836, 1.737131], [-2.371964, 0.234992, -1.418423], [-2.067625, 0.659353, 0.374915], [-2.071812, -1.037276, -0.098569], [-0.344534, 1.456139, -1.155479], [0.012752, -0.322133, -2.083217], [0.532359, -1.436282, -0.033783], [2.086438, 0.892157, 0.263485], [2.423351, -0.505568, -1.139428], [2.432882, -0.772445, 0.628959], [-1.108114, -0.041454, 1.299112], [0.172563, -0.687739, 2.196986]],
  "forces_ev_per_a": [[0.333, 3.077, -0.961], [3.176, -1.544, -1.116], [-0.049, 1.865, 2.047], [-1.610, -3.613, -1.660], [5.485, -1.419, 4.444], [-0.070, -0.746, -0.233], [-1.935, -0.376, 0.105], [-0.446, -0.743, -2.476], [0.092, -0.707, -0.578], [-0.098, -2.629, -0.026], [-2.454, 2.051, 1.835], [-0.985, -1.050, -0.755], [1.359, 2.174, -0.289], [-0.219, 1.868, 1.741], [0.356, 0.291, 0.026], [-3.023, -0.368, 0.223], [0.089, 1.868, -2.327]],
  "mulliken_charge": [-1.0804, -0.2824, 0.0370, -1.2183, -0.7331, -0.2137, 0.3640, 0.2780, 0.3319, 0.2408, 0.2676, 0.3009, 0.3693, 0.3086, 0.3432, 0.3391, 0.3476],
  "multiplicity": 1,
  "smiles": "CC[C@@H](C)CCl",
  "e_homo_ev": -10.354,
  "gap_ev": 11.30,
  "de_lowest_kcal_mol": 71.03,
  "e_tot_ev": -17882.96315,
  "lumo_energy_ha": 0.0349
}

{
  "formula": "C5H11ClF6NP",
  "method": "ωB97M-V/def2-TZVPD",
  "species": ["C", "C", "N", "C", "Cl", "C", "C", "H", "H", "H", "H", "H", "H", "H", "H", "H", "H", "H", "F", "P", "F", "F", "F", "F", "F"],
  "coordinates": [[3.026204, -1.380510, 1.690094], [2.301998, -0.054708, 1.847373], [1.743219, 0.535258, 0.570010], [0.248015, 0.767532, 0.568284], [0.001458, 2.425167, 1.446657], [-0.631658, -0.346758, 1.387283], [-0.391723, -1.902375, 0.929396], [3.405279, -2.029222, 2.587759], [3.177900, -1.836882, 0.600333], [2.176776, 0.400688, 2.931238], [2.216502, 1.470931, 0.432923], [1.965323, -0.039089, -0.285236], [-0.175771, 0.942455, -0.530491], [-0.524524, -0.167028, 2.555472], [-1.776823, -0.107422, 1.148054], [-1.370214, -2.547815, 0.834006], [0.245206, -2.421245, 1.796062], [0.300591, -1.963220, -0.035460], [-3.555676, 1.983106, -2.541022], [-2.276739, 1.179455, -2.924697], [-1.523119, 2.538340, -3.033800], [-2.685834, 1.351019, -4.418259], [-1.022552, 1.042839, -2.010280], [-1.826221, -0.129147, -3.640948], [-3.047618, 0.288630, -1.904752]],
  "forces_ev_per_a": [[-2.455, 3.889, -0.215], [3.309, -6.237, 0.522], [0.829, 0.591, 0.544], [-2.978, 0.476, 0.324], [0.426, -1.665, -0.831], [-1.243, 0.199, -0.133], [1.465, -0.431, 0.992], [-0.773, 1.756, -1.800], [-0.439, 1.084, 2.577], [-0.131, -0.534, -2.979], [-0.761, -0.980, -0.052], [-0.041, 0.337, 1.232], [1.089, -0.515, 2.137], [0.036, -0.509, -2.539], [2.683, -0.159, 0.347], [1.957, 1.687, -0.134], [-1.346, 1.041, -1.938], [-1.846, 0.021, 1.832], [-2.552, 4.901, -0.092], [-2.013, 0.527, -1.796], [0.763, 4.682, -2.410], [-2.819, 2.974, -3.637], [3.746, -3.153, 4.654], [3.290, -4.788, 0.628], [-0.195, -5.192, 2.765]],
  "mulliken_charge": [-0.6524, -0.0239, -0.1189, -0.5600, -0.1615, -0.5367, -0.7453, 0.2741, 0.2057, 0.3125, 0.4052, 0.4587, 0.7755, 0.3392, 0.3822, 0.2942, 0.2178, 0.1819, -0.3166, 0.8371, -0.3455, -0.3238, -0.2577, -0.3331, -0.3086],
  "multiplicity": 1,
  "e_homo_ev": -9.563,
  "gap_ev": 7.99,
  "e_tot_ev": -44966.39046,
  "lumo_energy_ha": -0.0579
}

{
  "formula": "C5H11ClSi",
  "method": "ωB97M-V/def2-TZVPD",
  "species": ["C", "C", "C", "C", "C", "Si", "Cl", "H", "H", "H", "H", "H", "H", "H", "H", "H", "H", "H"],
  "coordinates": [[-2.475664, 1.304336, 0.542962], [-1.820748, 2.195813, -0.600383], [-1.774556, 0.760257, -0.640762], [2.192520, -0.999272, -1.325819], [1.075996, -1.881472, 1.467110], [1.198254, -0.511001, 0.153377], [2.360799, 1.028027, 0.924616], [-1.839980, 1.144075, 1.346425], [-3.490758, 1.244856, 0.907752], [-2.544355, 2.836674, -1.190337], [-0.945764, 2.702109, -0.310668], [-2.182606, 0.092194, -1.327544], [1.463439, -1.321414, -2.102107], [2.626404, -0.175015, -1.838620], [2.958089, -1.784159, -1.238666], [0.151203, -2.452706, 1.457761], [1.834867, -2.598037, 1.182181], [1.212861, -1.585258, 2.592717]],
  "forces_ev_per_a": [[1.176, 0.380, -1.194], [-2.361, 0.736, 0.620], [-0.183, -0.577, 0.622], [-0.973, -1.288, -1.325], [-0.101, 0.518, 1.719], [-0.470, 0.315, 0.610], [-0.136, 0.253, 0.333], [1.150, 0.384, 1.791], [-0.433, -0.008, -1.030], [0.969, -1.110, 0.370], [0.928, 0.720, 0.333], [-0.332, -0.901, -1.248], [0.303, -0.357, 0.423], [0.579, 1.035, 0.044], [-0.304, 0.179, 0.300], [-0.297, 0.160, -0.252], [0.499, -0.214, 0.158], [-0.014, -0.225, -2.275]],
  "mulliken_charge": [-0.4123, -0.4118, -0.3607, -1.0513, -0.9863, 0.4459, -0.3173, 0.1400, 0.2862, 0.2305, 0.1980, 0.3034, 0.3165, 0.3412, 0.3444, 0.3359, 0.3124, 0.2852],
  "multiplicity": 1,
  "e_homo_ev": [-8.373, -7.560],
  "gap_ev": [7.94, 7.71],
  "de_lowest_kcal_mol": 88.70,
  "e_tot_ev": -25760.22455,
  "lumo_energy_ha": [-0.0158, 0.0056]
}

{
  "formula": "C5H11F3N2PdS3Sb",
  "method": "ωB97M-V/def2-TZVPD",
  "species": ["Pd", "S", "Sb", "S", "S", "N", "C", "C", "N", "C", "C", "H", "H", "H", "H", "H", "H", "H", "H", "H", "H", "H", "F", "C", "F", "F"],
  "coordinates": [[-0.588293, -0.613023, -2.020662], [-4.008579, -3.277482, -3.954146], [-1.651362, -3.378646, -3.875546], [-1.270324, -0.945600, -4.067245], [-1.351065, -2.635434, -1.528281], [0.791071, 1.386263, 2.441692], [-0.241785, 2.157158, 1.665500], [-0.322705, 1.619264, 0.244034], [-0.579260, 0.161215, 0.177032], [0.385921, -0.588751, 1.015964], [0.462962, -0.082557, 2.448468], [0.858282, 1.743097, 3.397519], [1.713494, 1.528086, 2.020924], [0.031695, 3.210442, 1.677971], [-1.182756, 2.031901, 2.200955], [0.601582, 1.832783, -0.295226], [-1.128798, 2.147440, -0.263792], [-1.519993, -0.023189, 0.518804], [1.369337, -0.532185, 0.547037], [0.095986, -1.638100, 1.036276], [1.232249, -0.604372, 3.014238], [-0.487693, -0.181144, 2.972340], [1.739412, -0.923468, -3.578178], [1.369973, -0.849108, -2.334392], [1.834444, 0.311341, -1.826847], [1.846207, -1.855933, -1.634437]],
  "forces_ev_per_a": [[-0.254, 0.727, 0.364], [-0.323, 0.068, 0.079], [0.383, -0.275, -0.048], [-0.149, -0.105, -0.261], [-0.146, -0.336, -0.247], [0.048, -0.002, -0.078], [-0.032, -0.038, 0.042], [-0.083, -0.011, 0.030], [0.557, 0.050, 0.024], [-0.102, 0.028, 0.069], [-0.051, 0.016, 0.002], [-0.046, -0.005, 0.031], [0.033, 0.022, 0.022], [0.007, 0.002, -0.028], [-0.011, 0.022, 0.004], [0.031, -0.018, 0.007], [0.016, 0.012, -0.049], [-0.070, -0.071, -0.072], [0.007, 0.032, -0.007], [0.020, -0.033, -0.032], [0.012, -0.014, -0.017], [-0.002, -0.027, 0.009], [0.016, -0.207, -0.106], [0.111, 0.122, 0.097], [0.010, 0.028, 0.136], [0.017, 0.014, 0.030]],
  "mulliken_spin": [-0.0129, 0.9655, -0.0296, 0.0366, 0.0433, 0.0001, -0.0001, 0.0004, -0.0006, 0.0001, -0.0001, 0.0000, 0.0000, 0.0000, 0.0000, -0.0001, 0.0001, -0.0003, -0.0014, 0.0009, -0.0001, 0.0000, 0.0001, -0.0005, -0.0013, -0.0001],
  "total_charge": 2,
  "multiplicity": 2,
  "e_homo_ev": [-15.138, -14.824],
  "gap_ev": [6.34, 6.02],
  "de_lowest_kcal_mol": 2.24,
  "e_tot_ev": -59001.97148,
  "lumo_energy_ha": [-0.3235, -0.3234]
}

{
  "formula": "C5H11F8NO3PS",
  "method": "ωB97M-V/def2-TZVPD",
  "species": ["C", "C", "O", "N", "C", "F", "C", "C", "S", "O", "O", "F", "H", "H", "H", "H", "H", "H", "H", "H", "H", "H", "H", "F", "P", "F", "F", "F", "F", "F"],
  "coordinates": [[2.867147, 0.928327, -0.695217], [2.334772, -0.507348, -0.361679], [0.886701, -0.435912, -0.174855], [0.373347, -0.279524, -1.423877], [-0.472245, 0.926727, -1.516846], [-1.098854, 0.902596, -2.748287], [-1.541848, 1.071626, -0.397713], [-2.138373, 2.541779, -0.529673], [-0.373449, -1.710720, -2.050220], [0.131296, -2.897600, -1.319938], [0.071640, -1.818882, -3.470918], [-2.008208, -1.681336, -1.943345], [2.812391, 1.177725, -1.779257], [2.238940, 1.692170, -0.170212], [3.918090, 1.030706, -0.332623], [2.502176, -1.131022, -1.275870], [2.841288, -1.009454, 0.483232], [0.212976, 1.804211, -1.459263], [-1.137363, 1.003983, 0.634915], [-2.410828, 0.386895, -0.506775], [-2.580713, 2.895862, 0.428316], [-1.324065, 3.271261, -0.786915], [-2.863528, 2.589883, -1.373552], [-1.314205, -0.192677, 3.649888], [-0.464003, -1.539850, 3.253266], [-1.032657, -2.130551, 4.672229], [-0.006495, -1.949700, 1.735522], [0.783284, -2.498508, 3.714531], [0.682197, -0.371900, 3.106093], [-1.889414, -2.068766, 2.639043]],
  "forces_ev_per_a": [[-0.029, 0.042, 0.638], [0.453, 0.361, -1.519], [0.869, -0.115, 0.341], [-1.666, -0.068, -1.191], [-0.627, 0.365, 1.529], [0.417, -0.025, 0.311], [-0.734, 1.707, -0.054], [0.586, -0.104, -0.297], [3.672, -5.143, -2.128], [-1.972, 3.338, -0.516], [-2.423, 1.525, 2.803], [1.921, 0.406, -0.107], [0.104, -0.414, 0.697], [0.616, -0.651, -0.169], [-0.755, 0.022, -0.403], [-0.082, 0.219, 0.896], [-0.869, 0.560, -0.094], [-0.347, -0.665, -0.232], [0.128, -0.415, -0.876], [0.957, 0.036, -0.003], [0.085, -0.412, -0.777], [-0.578, -0.583, 0.280], [0.324, 0.022, 0.757], [-0.790, 0.473, -0.394], [-0.031, -0.243, -0.026], [-0.182, 0.437, 0.743], [0.085, 0.391, -0.477], [0.382, -0.656, -0.305], [0.950, 0.232, 0.419], [-0.465, -0.640, 0.154]],
  "mulliken_charge": [-1.1048, -0.0612, 0.0949, -0.0576, -0.2957, -0.3713, 0.1060, -1.2084, 1.1208, -0.5629, -0.6360, -0.2303, 0.2907, 0.2550, 0.3545, 0.2014, 0.4125, 0.3676, 0.1097, 0.2227, 0.3650, 0.3058, 0.2983, -0.3429, 0.9880, -0.3336, -0.2570, -0.3459, -0.3354, -0.3498],
  "total_charge": -1,
  "multiplicity": 1,
  "e_homo_ev": -7.713,
  "gap_ev": 10.53,
  "e_tot_ev": -54862.66025,
  "lumo_energy_ha": 0.1035
}